# 1
The following is a quantum chemistry calculation of the molecule C3H4N2O at a distorted geometry, from the Open Molecules 2025 dataset.

Geometry as XYZ:
```
10
C3H4N2O, DFT ωB97M-V/def2-TZVPD
N 1.3073 -1.2378 -1.1353
C 0.4870 -0.3473 -0.3900
C -0.9014 -0.1647 -0.5885
N -1.4118 0.6870 0.2921
O -0.4823 0.9722 1.1840
C 0.6906 0.4165 0.7979
H 0.7997 -1.8353 -1.7967
H 2.0344 -1.7944 -0.6055
H -1.4770 -0.3475 -1.4998
H 1.5749 0.6275 1.4154
```

HOMO-LUMO gap = 9.50 eV
HOMO = -8.64 eV
Charge = 0

***

# 2
The following is a quantum chemistry calculation of the molecule C3H4N2O at a distorted geometry, from the Open Molecules 2025 dataset.

Geometry as XYZ:
```
10
C3H4N2O, DFT ωB97M-V/def2-TZVPD
N -0.9674 1.5575 1.1745
C -0.3957 0.6404 0.5095
O -0.2714 0.7240 -0.8010
C 0.3785 -0.4219 -1.3626
C 0.7813 -1.4105 -0.2787
N 0.3263 -0.7870 0.7786
H -1.0479 1.4715 2.1827
H 0.2655 -0.8348 1.7705
H 1.2554 -0.0598 -1.9077
H -0.3246 -0.8793 -2.0657
```

HOMO-LUMO gap = 9.96 eV
HOMO = -9.23 eV
Charge = 0

***

# 3
The following is a quantum chemistry calculation of the molecule C3H4N2O, from the Open Molecules 2025 dataset.

Geometry as XYZ:
```
10
C3H4N2O, DFT ωB97M-V/def2-TZVPD
N -1.2160 0.8537 1.3754
C -0.9000 0.0228 0.3124
C 0.1239 -0.7492 0.0324
C 1.0952 -1.1637 -0.7489
N 1.8000 -0.1917 -1.5756
O 1.5555 0.9607 -1.3080
H -1.6817 1.7168 1.1202
H -0.4831 1.0046 2.0523
H -1.7078 -0.2653 -0.3564
H 1.4140 -2.1887 -0.9040
```

HOMO-LUMO gap (alpha / beta) = 8.30 / 8.30 eV
HOMO (alpha / beta) = -8.70 / -8.70 eV
Charge = 0

***

# 4
The following is a quantum chemistry calculation of the molecule C3H4N2O at a distorted geometry, from the Open Molecules 2025 dataset.

Geometry as XYZ:
```
10
C3H4N2O, DFT ωB97M-V/def2-TZVPD
O -1.2408 1.5822 1.0144
C -0.9135 0.7644 0.2645
C -1.0061 -0.6917 -0.0881
N 0.2091 -1.0837 0.5917
C 1.1511 -0.2823 0.1591
N 0.8251 0.6975 -0.6921
H -1.8893 -1.2163 0.2851
H -0.9561 -0.7092 -1.1867
H 2.1544 -0.3915 0.5753
H 1.6182 1.3012 -0.9259
```

HOMO-LUMO gap = 9.73 eV
HOMO = -9.12 eV
Charge = 0

***

# 5
The following is a quantum chemistry calculation of the molecule C3H4N2O, from the Open Molecules 2025 dataset.

Geometry as XYZ:
```
10
C3H4N2O, DFT ωB97M-V/def2-TZVPD
H 2.1552 1.2567 0.3190
N 1.3059 0.8915 -0.1108
C 1.3033 -0.3748 -0.1243
N 0.2450 -1.0899 -0.6998
C -0.9429 -0.6804 -0.4896
C -1.3539 0.4503 0.4147
O -2.3582 1.0838 0.1872
H 2.1191 -1.0128 0.2359
H -1.7586 -1.1705 -1.0247
H -0.7149 0.6462 1.2923
```

HOMO-LUMO gap = 9.37 eV
HOMO = -9.79 eV
Charge = 0

***

# 6
The following is a quantum chemistry calculation of the ion C3H4N2O with charge +2 at a distorted geometry, from the Open Molecules 2025 dataset.

Geometry as XYZ:
```
10
C3H4N2O, DFT ωB97M-V/def2-TZVPD
C 0.3265 -0.8716 -0.0392
C -0.5642 0.9503 1.5061
C -0.2266 0.8436 2.7871
N -0.4668 0.1802 0.4003
N 0.1660 -1.7058 -0.9981
O -0.0259 0.9620 3.8914
H 1.4090 -0.8376 0.3868
H -1.1597 1.8507 1.1941
H -0.8007 0.6644 -0.4277
H -0.3737 -2.0815 -1.7550
```

HOMO-LUMO gap (alpha / beta) = 10.48 / 6.45 eV
HOMO (alpha / beta) = -23.53 / -20.23 eV
Charge = +2

***

Calculated total energy, respectively: -8201.32911 -8200.66669 -8198.99162 -8201.19595 -8201.82675 -8178.10484 eV.